i.
Computed, not measured: one molecule with the formula C3H5ClN2, with the ωB97M-V functional and the def2-TZVPD basis.

Geometry (Å):
C: 2.4786 -0.8859 0.1218
N: 1.3192 -0.5021 -0.4775
N: 0.3160 -0.0562 0.5684
C: -0.5565 0.5857 -0.3288
C: -1.9588 0.8032 0.1700
Cl: -2.8301 -1.0960 -0.0228
H: 3.1829 -1.2134 -0.5879
H: 2.5605 -0.7270 1.3411
H: -0.3367 0.6486 -1.5239
H: -1.7295 0.9023 1.2275
H: -2.4455 1.5408 -0.4879

HOMO-LUMO gap in eV: 8.81
Multiplicity: 1
Structure (SMILES): C=N/N=C/CCl
HOMO level in eV: -9.8


ii.
Computed, not measured: one molecule with the formula C3H5ClN2, with the ωB97M-V functional and the def2-TZVPD basis.

Geometry (Å):
H: 2.0944 -1.8673 0.0047
N: 1.2364 -1.3583 0.0337
C: 1.4497 -0.0620 -0.1372
N: 0.4600 0.8919 -0.0857
C: -0.9473 0.6733 0.0374
C: -1.6130 -0.5012 -0.0421
Cl: -3.3407 -0.2968 -0.0653
H: 2.4402 0.5134 -0.2079
H: 0.7993 1.8031 0.1327
H: -1.4961 1.6725 0.2628
H: -1.0829 -1.4686 0.0666

HOMO-LUMO gap in eV: 9.13
Multiplicity: 1
Structure (SMILES): [H]/N=C/N/C=C/Cl
HOMO level in eV: -8.5


Most stable to least stable, the ends of the list are ii and i.


i.
Computed, not measured: C5H14N3 as an isolated structure, with the ωB97M-V functional and the def2-TZVPD basis.

Geometry (Å):
C: -1.4480 -1.2164 -0.1439
C: -1.4591 0.3152 -0.4383
C: -0.5424 1.1981 0.4002
C: 0.9468 0.5735 0.1416
C: 1.1844 -0.6783 -0.6496
N: 2.5520 -1.2163 -0.1721
N: 2.2568 1.2096 0.7913
N: -2.9343 0.7179 -0.2637
H: -0.7802 -1.7912 -0.7725
H: -1.2749 -1.5852 1.0060
H: -2.4538 -1.4331 -0.2262
H: -1.3313 0.4893 -1.5375
H: -0.8803 1.1038 1.5355
H: -0.5080 2.3361 0.2289
H: 1.1367 -0.7568 -1.7719
H: 2.9561 -1.8604 -0.8571
H: 2.5274 -1.7845 0.6876
H: 3.0761 -0.3042 -0.1284
H: 1.4431 0.4421 1.2248
H: 1.9893 2.2201 0.7866
H: -3.0127 1.7076 -0.3747
H: -3.4435 0.3132 0.5333

HOMO-LUMO gap (spin up / spin down) in eV: 6.25 / 7.11
<S²>: 0.76
Multiplicity: 2
HOMO level (spin up / spin down) in eV: -5.7 / -6.7


ii.
Computed, not measured: a 2-piece molecular cluster, C5H14N3 overall, with the ωB97M-V functional and the def2-TZVPD basis.

Geometry (Å):
N: -0.4424 -0.5233 1.3144
C: 0.0301 -1.7326 0.5585
C: 1.5518 -1.7769 0.4931
N: 1.9004 -3.0819 -0.0684
H: -0.0207 -0.4681 2.2403
H: -0.1575 0.3697 0.8057
H: -1.4612 -0.5015 1.4079
H: -0.3109 -2.6318 1.0678
H: -0.4532 -1.6679 -0.4177
H: 1.9395 -0.9048 -0.0547
H: 1.8938 -1.7540 1.5396
H: 1.7368 -3.0618 -1.0727
H: 2.9128 -3.1661 -0.0340
C: -0.0934 1.6116 -0.8295
C: 0.3396 2.2487 0.3245
C: -2.3718 2.0419 -0.9261
N: -1.2178 1.9375 -1.5196
H: 0.5070 0.8248 -1.3151
H: -0.3183 2.9987 0.7522
H: 1.3563 2.1090 0.6747
H: -3.2573 2.4376 -1.4109
H: -2.4429 1.9100 0.1727

HOMO-LUMO gap (spin up / spin down) in eV: 4.00 / 7.59
<S²>: 0.76
Multiplicity: 2
HOMO level (spin up / spin down) in eV: -3.7 / -7.5


Most stable to least stable, the ends of the list are ii and i.


i.
Computed, not measured: a 2-piece molecular cluster, C10H15NSi overall, with the ωB97M-V functional and the def2-TZVPD basis.

Geometry (Å):
C: 3.1149 -0.5323 -0.7236
C: 2.3452 0.5647 -1.0511
C: 2.4109 -1.6311 -0.2341
C: 0.9795 0.5985 -1.0447
C: 0.9941 -1.6396 -0.2556
C: 0.2391 -0.5849 -0.7995
C: 0.1222 0.9529 2.2155
C: 0.8532 1.9626 3.0314
C: -2.4223 0.8737 -1.8499
C: -2.8718 -1.9769 -0.5659
N: -0.9748 1.2474 1.6951
Si: -1.6794 -0.4144 -0.6928
H: 4.0735 -0.4325 -1.0459
H: 2.8944 1.4583 -1.2872
H: 2.7752 -2.6220 0.1742
H: 0.4460 1.4646 -1.3619
H: 0.3897 -2.5660 0.1344
H: 0.7109 0.0789 1.8450
H: 1.2953 2.6199 2.2972
H: 1.6053 1.5138 3.6308
H: 0.0675 2.5459 3.4738
H: -2.7992 0.5629 -2.8597
H: -3.3787 1.0916 -1.3701
H: -1.6941 1.6988 -1.9712
H: -3.0604 -2.1345 0.6076
H: -3.8810 -1.8205 -1.0839
H: -2.5553 -2.8798 -0.9076

HOMO-LUMO gap (spin up / spin down) in eV: 8.44 / 6.61
Multiplicity: 1
HOMO level (spin up / spin down) in eV: -8.4 / -6.5


ii.
Computed, not measured: a 2-piece molecular cluster, C10H15NSi overall, with the ωB97M-V functional and the def2-TZVPD basis.

Geometry (Å):
C: 1.6046 3.0483 1.4838
C: 0.6733 2.1635 1.1881
Si: -0.5616 0.9487 1.3312
N: -2.0130 1.2159 0.5284
C: -0.3123 -0.7964 1.9789
C: 1.0984 -1.3084 1.9049
H: 2.4285 3.3777 0.8646
H: 1.8109 3.3526 2.5365
H: -2.4346 0.4284 0.0539
H: -2.2903 2.1092 0.1806
H: -0.7407 -0.8806 3.0715
H: -1.0033 -1.5143 1.4677
H: 1.1768 -2.3763 1.6134
H: 1.6452 -0.6750 1.1274
H: 1.6581 -1.3077 2.9005
C: -0.2352 0.7068 -2.0663
C: 0.9165 0.0003 -1.7138
C: 0.9997 -1.3915 -1.5525
C: -0.2198 -1.9855 -1.6364
C: -1.4683 -1.3604 -2.0082
C: -1.4409 0.0878 -2.1495
H: -0.2451 1.7328 -2.2085
H: 1.9371 0.5898 -1.6857
H: 1.8567 -2.0579 -1.3835
H: -0.1241 -3.0620 -1.5926
H: -2.4117 -1.8432 -2.0412
H: -2.3049 0.7977 -2.1933

HOMO-LUMO gap in eV: 7.62
Multiplicity: 1
Structure (SMILES): C=C=[Si](N)CC.c1ccccc1
HOMO level in eV: -6.9


Most stable to least stable, the ends of the list are ii and i.


i.
Computed, not measured: a 2-piece molecular cluster, C2H7NO4 overall, with the ωB97M-V functional and the def2-TZVPD basis.

Geometry (Å):
N: 0.4790 -1.6527 -0.6326
C: 0.4605 -0.7735 0.3883
O: 1.2485 -0.5404 1.2434
O: -1.1875 -0.5250 0.8911
O: -2.1240 -1.2579 0.0689
H: -0.3987 -1.7753 -1.1209
H: 1.1933 -2.3613 -0.5595
H: -2.6337 -1.7321 0.7407
C: 0.7903 2.0276 -0.1699
O: 0.0142 0.9170 -0.6123
H: 1.1792 1.8543 0.8365
H: 1.6254 2.1389 -0.8597
H: 0.1786 2.9307 -0.1853
H: -0.8251 0.7498 -0.0287

HOMO-LUMO gap in eV: 10.69
Multiplicity: 1
Structure (SMILES): NC(=O)OO.CO
HOMO level in eV: -10.0


ii.
Computed, not measured: a 3-piece molecular cluster, C2H7NO4 overall, with the ωB97M-V functional and the def2-TZVPD basis.

Geometry (Å):
O: 0.6197 -1.5954 -0.2807
C: -0.3725 -1.1784 0.2636
N: -0.7200 0.1377 0.2830
C: -1.8550 0.5975 0.9337
O: -2.6154 -0.0970 1.5444
H: -1.0785 -1.8549 0.7686
H: -0.1100 0.8258 -0.1682
H: -1.9723 1.6948 0.8163
O: 2.5991 -0.3094 -1.2478
H: 1.8935 -0.8745 -0.8612
H: 3.4042 -0.8426 -1.2288
O: 1.1129 1.9432 -0.9206
H: 1.5806 2.7743 -0.8041
H: 1.8119 1.2786 -1.0501

HOMO-LUMO gap in eV: 11.15
Multiplicity: 1
Structure (SMILES): O=CNC=O.O.O
HOMO level in eV: -10.5


Most stable to least stable, the ends of the list are ii and i.


i.
Computed, not measured: a 9-piece molecular cluster, C5H31N2O8 overall, with the ωB97M-V functional and the def2-TZVPD basis.

Geometry (Å):
C: 1.3984 0.6819 0.4286
N: 1.5623 0.5428 -1.1476
C: 2.7547 1.4319 -1.4315
C: 0.0233 1.4222 0.7625
N: -1.1276 0.4926 1.0791
C: -2.3739 1.1766 0.6774
C: 0.3677 2.1029 2.0516
H: 2.1684 1.3997 0.6404
H: 1.4481 -0.3541 0.7747
H: 0.6985 0.7255 -1.6429
H: 2.6660 2.4202 -0.9516
H: 3.6814 0.8898 -1.3087
H: 2.6579 1.4179 -2.5097
H: -0.2210 2.1278 -0.0298
H: -1.2199 0.1783 2.0680
H: -1.1539 -0.3563 0.4502
H: -2.7564 0.9890 -0.3275
H: -3.2395 1.0073 1.3342
H: -2.4284 2.2957 0.7425
H: 1.3544 2.5768 2.0416
H: -0.2559 2.8985 2.5464
H: 0.4657 1.3462 2.8637
H: -1.7796 -0.5516 4.3366
H: -0.8537 0.7383 4.2984
O: -1.5037 0.2191 3.8210
H: 0.6830 -3.2733 -0.8442
H: 1.0348 -4.6393 -0.3954
O: 0.2626 -4.0683 -0.4662
H: -2.9675 -2.7516 -0.2511
H: -1.5455 -2.9492 0.2304
O: -2.2119 -2.2649 0.0944
H: -1.8061 0.8061 -2.8867
H: -2.0982 -0.6491 -3.3977
O: -2.4501 0.1014 -2.9128
H: 0.6006 4.5380 -1.9146
H: -0.8098 3.8568 -2.4102
O: -0.1834 4.0158 -1.7013
H: -0.2008 -0.8660 -4.2055
H: 0.7696 -1.3902 -2.9329
O: -0.0148 -0.9544 -3.2602
H: 2.0927 -1.2125 -0.6451
H: 3.0828 -2.3606 -0.2681
O: 2.1984 -2.1915 -0.6118
H: 1.5282 -1.7827 3.9866
H: 1.6719 -2.1628 2.5222
O: 1.4776 -1.4089 3.0937

HOMO-LUMO gap in eV: 10.13
Multiplicity: 1
Total charge: +1
HOMO level in eV: -12.5


ii.
Computed, not measured: a 9-piece molecular cluster, C5H31N2O8 overall, with the ωB97M-V functional and the def2-TZVPD basis.

Geometry (Å):
C: -0.2878 -2.1481 0.8074
C: -1.5143 -1.6089 0.1451
C: -1.7591 -0.1229 0.3664
C: -0.8190 0.7381 -0.4819
N: -1.2976 2.1057 -0.6045
C: -1.4035 2.8624 0.6178
N: -0.0028 -1.5205 2.1876
H: 0.6272 -1.9559 0.2431
H: -0.1260 -3.2133 1.0254
H: -1.5320 -1.9080 -0.9008
H: -2.4056 -2.1128 0.5664
H: -1.7742 0.0680 1.4423
H: -2.7641 0.2215 0.0905
H: -0.9042 0.3328 -1.4935
H: 0.2155 0.5969 -0.1270
H: -1.4236 2.4325 -1.5385
H: -2.3745 3.3440 0.8069
H: -0.7635 3.7594 0.5807
H: -1.1395 2.2569 1.4799
H: -0.8803 -1.6616 2.7181
H: 0.1596 -0.5358 1.9986
H: 0.7555 -2.0087 2.6537
H: 2.4528 1.9551 1.0815
H: 2.6683 3.2805 1.8165
O: 2.1597 2.4642 1.8471
H: -0.0965 1.8252 -3.7279
H: -1.0767 1.3165 -4.6378
O: -0.3693 0.9648 -4.0750
H: 1.7728 2.4883 -4.0030
H: 1.5691 1.0891 -4.4014
O: 2.2767 1.6720 -4.0680
H: 0.2676 0.9121 4.4190
H: 1.3543 1.3668 3.3487
O: 0.5905 0.8000 3.5198
H: -0.9663 -3.0105 -3.7283
H: -0.4125 -1.5250 -3.6326
O: -0.4700 -2.3834 -3.2028
H: -2.9681 -0.1692 3.7936
H: -2.6362 -1.6452 4.0254
O: -2.3020 -0.8379 3.5990
H: 2.3061 -3.7437 1.8955
H: 3.4142 -2.6340 1.6567
O: 2.4726 -2.8178 1.6953
H: 2.1683 0.1835 -2.6313
H: 0.7354 -0.4453 -2.2610
O: 1.6409 -0.3028 -1.9839

HOMO-LUMO gap in eV: 8.14
Multiplicity: 1
Total charge: +1
HOMO level in eV: -10.6


Most stable to least stable, the ends of the list are ii and i.


i.
Computed, not measured: a 2-piece molecular cluster, CH4N4O overall, with the ωB97M-V functional and the def2-TZVPD basis.

Geometry (Å):
C: 0.1717 1.9733 0.5168
N: 0.1817 -2.1801 -0.8499
N: -0.1274 -0.9764 -0.7066
N: -0.5238 1.8796 1.5023
N: 0.5702 -0.2394 0.0865
O: 0.7937 2.4838 -0.3129
H: -0.5296 -2.5813 -1.4692
H: -0.7322 -0.4565 -1.2972
H: -0.9213 1.1311 2.0437
H: 1.1170 -1.0341 0.4865

HOMO-LUMO gap in eV: 9.88
Multiplicity: 1
HOMO level in eV: -9.5


ii.
Computed, not measured: CH4N4O as an isolated structure, with the ωB97M-V functional and the def2-TZVPD basis.

Geometry (Å):
C: 0.5984 -0.9941 -1.1564
N: -1.4221 1.8449 0.9820
N: -0.6069 2.0150 0.1244
N: 0.6032 -0.3372 -0.0021
N: 0.4122 1.4647 -0.2825
O: 0.2727 -0.5455 -2.2650
H: 1.0796 -1.9113 -0.9516
H: -1.3460 0.7719 1.2944
H: 1.0454 -0.6716 0.7955
H: 0.3983 1.4848 -1.3396

HOMO-LUMO gap in eV: 9.78
Multiplicity: 1
HOMO level in eV: -9.7


Most stable to least stable, the ends of the list are i and ii.